Molecular formula: C27H33GeN2SSe2Te2W
Method: DFT, wB97M-V/def2-TZVPD

Last column: Löwdin charge in e.
Cartesian coordinates (Å):
W (-0.21276, 1.32342, -2.85437)  0.206
Te (-2.45706, 0.70807, -4.22822)  0.382
Te (-0.18421, -0.17037, -5.40663)  0.333
Se (-0.90211, 3.36607, -2.28394)  0.299
Se (1.03649, 1.96480, -5.03297)  -0.037
Ge (-1.56854, -0.97191, -0.75435)  0.871
S (1.99007, -0.41640, -2.72199)  0.644
N (1.98989, 2.01126, -1.86427)  -0.088
N (3.91545, 0.82613, -1.32650)  0.128
C (0.50411, 1.91166, 2.28590)  -0.192
C (-0.87030, 3.84247, 2.76498)  -0.069
C (-0.32215, 2.95451, 1.85626)  -0.035
C (1.02383, 0.93630, 1.30121)  -0.145
C (0.76547, 1.77979, 3.64883)  -0.035
C (4.59903, 0.15096, 2.24980)  -0.084
C (4.77224, -1.10068, 1.66979)  -0.088
C (-4.21757, -0.73786, 0.55830)  -0.284
C (-3.39357, -0.24481, -0.64014)  -0.320
C (-0.23157, 0.50503, -0.94368)  -0.509
C (-2.06416, -3.61822, -1.76535)  -0.300
C (-2.41232, -4.45802, -4.15301)  -0.106
C (-2.69721, -0.15550, 2.55871)  -0.112
C (2.46760, -1.07981, 0.96902)  -0.037
C (0.21511, 2.67309, 4.55728)  -0.067
C (-0.60043, 3.70516, 4.12064)  -0.078
C (-1.86651, -4.75827, -2.76228)  -0.266
C (3.37217, 0.79507, 2.16919)  -0.052
C (-4.01911, 0.07586, 1.83731)  -0.263
C (2.29475, 0.19183, 1.51582)  -0.180
C (3.69925, -1.71625, 1.03537)  -0.078
C (-1.31799, -2.33674, -2.15445)  -0.362
C (3.73393, 3.06402, -0.63989)  0.005
C (4.43916, 1.89330, -0.69659)  -0.024
C (2.46959, 3.06068, -1.23645)  -0.075
C (0.38588, 0.72644, 0.16305)  -0.181
C (2.69161, 0.86579, -1.92930)  -0.806
H (-2.54404, -1.21708, 2.76615)  0.076
H (-0.53373, 3.05960, 0.79688)  0.076
H (-1.74082, -3.94714, -0.77316)  0.098
H (-3.88701, -0.53072, -1.57277)  0.038
H (-2.35581, -5.65329, -2.37132)  0.108
H (3.81554, -2.70502, 0.60995)  0.111
H (1.83065, 3.93789, -1.20780)  0.104
H (-3.46921, -4.18484, -4.10532)  0.080
H (-1.68446, -1.99827, -3.11943)  -0.029
H (-4.11120, 1.13884, 1.59058)  0.107
H (4.39349, -0.06748, -1.28237)  0.158
H (-2.32405, -5.32295, -4.81007)  0.074
H (5.41271, 1.74786, -0.25281)  0.145
H (-1.02699, 4.39908, 4.83264)  0.107
H (-1.84215, 0.19345, 1.97594)  0.034
H (4.12798, 3.93491, -0.14202)  0.124
H (-5.27622, -0.69405, 0.29112)  0.107
H (-0.24756, -2.54952, -2.25297)  0.058
H (-1.50874, 4.64462, 2.41780)  0.107
H (-2.67471, 0.38043, 3.50789)  0.075
H (5.42277, 0.62411, 2.77040)  0.110
H (1.62972, -1.56490, 0.48357)  0.108
H (-4.00126, -1.79388, 0.75372)  0.101
H (0.41852, 2.55404, 5.61346)  0.109
H (-3.34124, 0.84766, -0.64298)  0.064
H (5.72629, -1.60682, 1.74099)  0.107
H (-1.19823, -1.75193, 0.52457)  0.032
H (3.24545, 1.77785, 2.60647)  0.119
H (-0.79963, -4.99566, -2.82483)  0.109
H (-4.84576, -0.14699, 2.51538)  0.108
H (-3.13668, -3.40359, -1.68094)  0.109
H (-1.87830, -3.63457, -4.63323)  0.054
H (1.37665, 0.96147, 4.00742)  0.118

Forces on the atoms, in the same order (eV/Å):
0.308 0.431 -0.578
0.428 0.006 0.354
-0.121 0.133 0.091
-0.093 0.046 -0.140
-0.069 -0.120 0.291
-0.283 -0.653 -0.200
-0.227 -0.088 -0.097
-0.332 -0.134 -0.105
-0.103 -0.005 -0.020
-0.096 0.109 -0.001
-0.011 0.007 0.005
0.074 -0.029 0.015
0.131 -0.135 -0.070
-0.061 -0.009 -0.016
0.010 -0.010 -0.029
0.018 0.013 0.019
0.007 0.013 0.011
0.087 -0.033 -0.116
0.080 -0.116 0.077
-0.021 0.051 0.050
-0.018 0.030 -0.027
0.021 -0.016 -0.019
0.075 -0.005 -0.002
0.019 -0.035 0.007
-0.020 0.033 0.006
0.023 -0.049 -0.003
-0.002 -0.025 -0.021
-0.014 0.038 -0.018
0.024 0.108 -0.030
-0.045 -0.003 -0.012
-0.093 -0.113 0.135
0.058 -0.117 -0.043
-0.016 0.047 0.044
0.079 0.097 0.023
-0.157 0.093 0.171
0.211 0.045 0.135
0.000 0.012 0.016
-0.006 -0.005 -0.005
0.004 -0.011 -0.012
0.000 -0.030 0.019
-0.003 -0.002 -0.001
0.000 -0.008 0.003
-0.027 -0.031 0.008
0.000 0.000 -0.001
0.048 0.137 -0.049
-0.048 0.004 0.006
-0.019 0.030 -0.020
0.005 -0.012 0.017
0.004 0.029 0.031
0.000 -0.003 -0.002
0.007 0.017 -0.016
0.002 -0.004 0.007
0.016 0.014 -0.037
-0.011 0.044 0.002
0.002 -0.001 -0.002
0.009 0.017 0.009
-0.013 0.003 -0.003
-0.007 -0.016 -0.005
-0.033 0.001 0.048
0.002 -0.002 -0.002
0.024 0.012 0.021
-0.002 0.002 0.000
0.106 0.243 0.052
0.023 -0.011 0.000
-0.004 0.004 -0.008
0.038 -0.036 0.035
0.003 -0.008 -0.002
0.007 0.001 0.013
0.005 0.002 -0.010

The value obtained for the molecular weight is 1087.2 g/mol. As for the total charge: +1. The gap between HOMO and LUMO (spin up / spin down) is 5.79 / 5.79 eV.

---

Molecular formula: C27H33N4RuSTe
Method: DFT, wB97M-V/def2-TZVPD

Last column: Löwdin spin population.
Cartesian coordinates (Å):
Te (0.39483, -1.90757, 2.35608)  -0.137
Ru (-0.58381, -0.38762, 0.06792)  1.026
S (1.46685, -1.37027, -1.02817)  -0.006
N (-1.09233, 0.98071, 1.87768)  0.054
N (2.20740, 1.11356, -0.26060)  -0.027
N (3.62221, 0.05053, -1.66148)  -0.005
N (1.10085, 1.20142, 0.43063)  -0.074
C (1.87526, 3.26968, 1.49017)  -0.001
C (-1.10331, 1.77576, -2.07332)  0.030
C (-0.40894, -5.02162, 6.63894)  0.000
C (-3.65067, -1.44231, -0.78599)  -0.006
C (-0.79559, -1.58475, 4.13907)  -0.014
C (-0.36524, 2.10870, 2.01657)  0.003
C (-2.84742, 0.94943, -0.62791)  0.052
C (-0.94195, 0.50899, -2.64025)  0.037
C (-0.81479, 3.13600, 2.85658)  0.006
C (2.48793, 0.05087, -0.98188)  -0.008
C (-0.65093, -2.78394, 5.02028)  -0.002
C (-1.02932, -3.87478, 7.12529)  0.000
C (-2.26729, 0.87241, 2.48922)  0.005
C (-1.69768, -0.56827, -2.13166)  -0.001
C (-2.35685, 3.41621, -0.64749)  0.011
C (-0.07494, 0.33847, -3.84120)  0.006
C (4.06558, -0.91261, -2.64460)  -0.001
C (-2.78216, 1.85532, 3.31339)  0.006
C (0.09157, -5.05156, 5.35043)  -0.001
C (-2.68030, -0.35456, -1.13440)  -0.007
C (0.89083, 2.16789, 1.27962)  0.010
C (0.46875, -3.96227, 3.11929)  -0.025
C (3.93975, -0.31541, -4.04235)  0.000
C (-0.03410, -3.93705, 4.52653)  -0.004
C (-2.06890, 2.02008, -1.08810)  0.070
C (-1.14712, -2.75972, 6.31653)  0.000
C (-2.02151, 3.00181, 3.51766)  -0.001
H (0.57650, -5.94069, 4.98008)  0.000
H (-2.84880, 3.43950, 0.32078)  0.001
H (-1.84440, -1.45172, 3.86956)  -0.002
H (-3.67089, 1.15783, 0.04353)  0.002
H (-1.62138, -1.86439, 6.68734)  0.000
H (4.27988, -1.03033, -4.78453)  0.000
H (1.41267, 4.23568, 1.29535)  0.000
H (-2.81857, -0.04409, 2.30953)  0.000
H (-0.67686, 0.53278, -4.72996)  0.003
H (0.31712, -0.67132, -3.92674)  0.001
H (1.49799, -4.31929, 3.06897)  -0.003
H (5.10979, -1.15572, -2.43284)  0.000
H (-3.74069, 1.72303, 3.78657)  0.001
H (-0.45448, -0.67894, 4.64186)  -0.001
H (-2.36917, 3.77017, 4.19141)  0.000
H (-0.22219, 4.02519, 2.98918)  0.001
H (2.90684, -0.04598, -4.25147)  0.000
H (2.25357, 3.28347, 2.51052)  0.001
H (2.71417, 3.13757, 0.81226)  -0.001
H (-4.01177, -1.34055, 0.23527)  0.000
H (4.55402, 0.57675, -4.13004)  0.000
H (-1.64257, -1.53455, -2.62508)  -0.001
H (3.46597, -1.81974, -2.55157)  0.000
H (4.17647, 0.89665, -1.60621)  0.000
H (-3.21449, -2.43026, -0.92778)  -0.001
H (-0.14578, -4.60696, 2.48702)  0.000
H (-0.53385, 2.60362, -2.47251)  0.000
H (0.73985, 1.05745, -3.83940)  0.000
H (-4.51513, -1.36757, -1.44773)  -0.001
H (-1.45008, 4.01453, -0.61174)  0.001
H (-3.02756, 3.88376, -1.37082)  0.005
H (-1.41217, -3.85153, 8.13241)  0.000
H (-0.31703, -5.88901, 7.27140)  0.000

Forces on the atoms, in the same order (eV/Å):
0.229 0.306 0.562
3.982 2.510 0.215
-1.749 -0.147 0.622
-0.290 -0.472 -0.859
1.307 0.949 -0.450
0.122 0.265 0.218
-1.845 -2.042 0.622
0.064 -0.037 -0.261
-0.174 -0.361 0.280
-0.094 0.190 0.046
-0.175 -0.090 -0.062
-0.409 0.357 -0.261
-0.439 -0.028 0.435
0.067 -0.035 -0.387
0.013 -0.129 0.236
0.300 -0.318 -0.259
-0.793 0.301 0.505
0.425 -0.619 -0.260
0.085 -0.110 -0.149
-0.340 0.001 0.269
-0.438 -0.052 0.155
0.053 0.021 0.064
0.073 -0.051 0.056
0.070 -0.191 -0.498
0.248 0.114 0.013
-0.018 0.071 -0.100
-0.138 -0.169 -0.309
0.405 -0.304 -0.616
-0.285 -0.467 -0.834
0.055 -0.191 0.171
-0.345 0.759 0.417
-0.188 -0.311 -0.056
0.051 -0.054 0.006
-0.150 -0.293 -0.053
0.071 -0.149 -0.044
-0.028 0.024 0.106
0.080 0.074 -0.128
0.073 -0.093 0.168
-0.069 0.118 0.105
0.012 -0.060 -0.127
-0.039 0.104 -0.011
0.026 0.044 0.006
-0.048 0.007 -0.073
0.059 -0.060 0.047
0.030 0.298 -0.227
-0.150 -0.117 0.033
-0.096 -0.044 0.075
0.082 0.033 -0.204
-0.019 0.124 -0.020
0.129 0.083 -0.005
-0.065 -0.021 -0.059
-0.055 -0.074 0.138
-0.048 0.055 0.059
-0.017 -0.080 0.048
0.068 0.117 -0.045
0.082 0.048 0.150
0.156 0.050 0.036
-0.171 0.008 0.207
-0.024 0.012 0.073
0.076 0.075 -0.018
0.113 0.074 0.024
0.107 0.010 -0.016
-0.049 -0.035 0.011
0.061 0.086 0.032
-0.020 0.043 -0.006
-0.046 -0.008 0.119
0.041 -0.120 0.067

The value obtained for the molecular weight is 674.3 g/mol. As for the total charge: +2. As for the multiplicity: 2. The gap between HOMO and LUMO (spin up / spin down) is 5.38 / 6.19 eV.